a) A 7-piece molecular cluster, H14O6S overall, computed with wB97M-V/def2-TZVPD.

Output
- lowest unoccupied orbital energy (eV) = 0.26
- SMILES = O.O.O.O.O.O.S
- HOMO-LUMO gap (eV) = 9.58
- HOMO energy (hartree) = -0.34233

The geometry in ORCA input format:
```
! wB97M-V def2-TZVPD RIJCOSX def2/J DEFGRID3
* xyz 0 1
O -0.24794 -0.87723 -1.73880
H 0.18064 0.02221 -1.75357
H -1.08434 -0.67662 -1.34934
O 0.25234 -0.85838 2.15923
H 0.45848 -1.64751 1.56749
H 1.01639 -0.22544 2.00663
O 1.20130 -2.40409 -0.10385
H 1.04776 -3.33495 -0.22872
H 0.63526 -1.98058 -0.78613
O 2.71347 -0.20781 0.46374
H 3.60736 -0.30818 0.62729
H 2.35933 -1.04329 0.28577
O -0.82132 2.91485 -0.12460
H -0.03310 2.49482 -0.48607
H -0.58187 3.33314 0.64725
O 1.37229 1.46608 -1.26318
H 1.86970 1.80720 -2.07313
H 2.00233 0.94840 -0.70052
S -2.70326 -0.03361 0.34822
H -1.78343 -0.34565 1.31343
H -2.20344 1.22680 0.21771
*
```

b) A 7-piece molecular cluster, H14O6S overall, computed with wB97M-V/def2-TZVPD.

Output
- lowest unoccupied orbital energy (eV) = 0.32
- SMILES = O.O.O.O.O.O.S
- HOMO-LUMO gap (eV) = 10.17
- HOMO energy (hartree) = -0.36215

The geometry in ORCA input format:
```
! wB97M-V def2-TZVPD RIJCOSX def2/J DEFGRID3
* xyz 0 1
O -1.21916 0.47275 -1.30627
H -1.29101 -0.20319 -0.61881
H -1.93591 0.27594 -1.91828
O 1.91333 -0.09938 1.51213
H 1.82522 0.35450 0.65378
H 2.86779 -0.08563 1.69362
O 1.12242 1.72562 -0.44732
H 0.90360 2.66122 -0.45349
H 0.34599 1.25586 -0.80500
O 1.82934 -0.33218 -3.29739
H 2.60188 0.17332 -3.56970
H 1.64172 -0.05245 -2.39704
O -0.52995 -1.40653 2.94138
H -0.14766 -2.14681 2.45901
H -0.07572 -0.65427 2.54513
O 0.73953 -2.37679 0.20649
H 1.15413 -3.20492 0.45936
H 1.25685 -1.67016 0.62062
S -4.09548 2.09272 0.12842
H -3.72593 1.90787 1.40137
H -5.18101 1.31251 0.19199
*
```

The structure with the most favorable energy is a); the runner-up is 60.6 kJ/mol above it.

a) An isolated molecule of C6H10O3, computed with wB97M-V/def2-TZVPD.

Output
- lowest unoccupied orbital energy (eV) = 0.29
- SMILES = CC(=O)C(C)(O)C(C)=O
- HOMO-LUMO gap (eV) = 9.75
- HOMO energy (hartree) = -0.34771

The geometry in ORCA input format:
```
! wB97M-V def2-TZVPD RIJCOSX def2/J DEFGRID3
* xyz 0 1
C -0.83107 1.98450 0.05434
C -0.24188 0.82521 0.79470
O 0.81011 0.93504 1.48156
C -0.54031 -0.59147 0.45897
C -1.67332 -0.85042 -0.51031
O -0.70888 -1.40485 1.60268
C 1.10127 -0.90566 -0.01339
C 2.25051 -0.04965 -0.49471
O 1.21122 -2.09621 -0.29684
H -0.47300 2.91570 0.50032
H -0.53589 1.96231 -0.99862
H -1.92066 1.96134 0.10817
H -2.63714 -0.59441 -0.05605
H -1.55311 -0.29114 -1.44237
H -1.73350 -1.91789 -0.74458
H -0.21754 -2.23551 1.44954
H 3.00280 -0.03058 0.29992
H 2.76092 -0.53938 -1.32805
H 1.92948 0.92306 -0.86528
*
```

b) An isolated molecule of C6H10O3, computed with wB97M-V/def2-TZVPD.

Output
- lowest unoccupied orbital energy (eV) = 0.61
- SMILES = CC(=O)C(=O)C(C)(C)O
- HOMO-LUMO gap (eV) = 9.36
- HOMO energy (hartree) = -0.32162

The geometry in ORCA input format:
```
! wB97M-V def2-TZVPD RIJCOSX def2/J DEFGRID3
* xyz 0 1
C -2.59665 0.34426 0.49233
C -1.48247 0.06110 -0.48058
O -1.62829 -0.00106 -1.70302
C -0.39882 -0.90444 0.12585
O -0.57932 -1.94707 0.69169
C 0.86259 -0.10402 0.00592
C 1.75350 -0.09735 1.21312
C 1.50077 -0.33706 -1.33546
O -0.02119 1.35623 -0.04054
H -3.02060 -0.58850 0.86056
H -2.20356 0.90644 1.33901
H -3.36352 0.93671 -0.00367
H 2.60710 0.55936 1.05143
H 2.10801 -1.11746 1.37884
H 1.20471 0.21324 2.09931
H 2.34932 0.33080 -1.48116
H 0.73781 -0.18880 -2.10580
H 1.83326 -1.37544 -1.39942
H 0.33736 1.95308 -0.70840
*
```

The structure with the most favorable energy is b); the runner-up is 9.7 kJ/mol above it.

a) An isolated molecule of C6H10O3, computed with wB97M-V/def2-TZVPD.

Output
- lowest unoccupied orbital energy (eV) = 0.30
- HOMO-LUMO gap (eV) = 8.36
- HOMO energy (hartree) = -0.29608

The geometry in ORCA input format:
```
! wB97M-V def2-TZVPD RIJCOSX def2/J DEFGRID3
* xyz 0 1
C 0.34653 -1.14563 -0.05071
C -0.42634 1.18400 0.29296
C -0.53445 1.78589 -1.03535
C -0.35625 -1.54982 -1.30812
C 1.44301 -2.03565 0.42027
C -0.48180 1.95267 1.58196
O 0.46563 0.08094 0.45886
O -1.60420 1.02339 -0.42553
O 0.27815 -2.36593 -2.07448
H -0.71753 2.85035 -1.12899
H -0.05076 1.29702 -1.87385
H -1.04992 -1.98857 -0.32758
H -1.00540 -0.77233 -1.74872
H 2.35662 -1.77408 -0.12232
H 1.20443 -3.06635 0.15938
H 1.62636 -1.90024 1.48653
H -0.92312 1.32856 2.36116
H -1.09210 2.84385 1.44727
H 0.52114 2.25193 1.88728
*
```

b) An isolated molecule of C6H10O3, computed with wB97M-V/def2-TZVPD.

Output
- lowest unoccupied orbital energy (eV) = 0.48
- SMILES = CCC(=O)[C@@](C)(O)C=O
- HOMO-LUMO gap (eV) = 10.20
- HOMO energy (hartree) = -0.35690

The geometry in ORCA input format:
```
! wB97M-V def2-TZVPD RIJCOSX def2/J DEFGRID3
* xyz 0 1
C 0.84455 1.03369 1.66277
C 0.72348 1.46584 0.21525
C -0.71266 0.92570 -0.57712
O -1.52578 1.71946 -0.97386
C -0.54818 -0.55237 -0.85898
C -1.15475 -1.39013 0.25823
O -1.11016 -0.86290 -2.12798
C 0.99739 -0.70759 -0.97998
O 1.63100 -1.55460 -0.34959
H 1.45122 1.74919 2.22657
H -0.12867 0.96042 2.15668
H 1.33778 0.06148 1.74464
H 0.47625 2.53328 0.18744
H 1.68429 1.48178 -0.30312
H -0.42728 -1.99310 0.80659
H -1.62816 -0.77436 1.02722
H -1.92088 -2.08304 -0.10372
H -1.40183 -1.78851 -2.12840
H 1.41238 -0.22424 -1.88263
*
```

The structure with the most favorable energy is b); the runner-up is 272.5 kJ/mol above it.

a) C37H36ClF4N3O2P2Pd as an isolated structure, computed with wB97M-V/def2-TZVPD.

Output
- lowest unoccupied orbital energy (alpha / beta) (eV) = -4.98 / -7.91
- HOMO-LUMO gap (alpha / beta) (eV) = 8.52 / 6.46
- HOMO energy (alpha / beta) (hartree) = -0.49637 / -0.52814

The geometry in ORCA input format:
```
! wB97M-V def2-TZVPD RIJCOSX def2/J DEFGRID3
* xyz 2 5
Pd -1.26152 1.01737 0.29606
C -0.98721 2.17200 3.19442
N -1.94287 2.17162 2.07748
C -3.25424 1.68920 2.54818
C -2.08672 3.51691 1.48381
C -0.84091 3.97186 0.74183
N -0.50625 2.98753 -0.28382
C 0.23933 3.29664 -1.34235
C 0.31004 2.35240 -2.40705
F -0.35252 1.19812 -2.27415
C 1.00133 2.60138 -3.56130
F 1.00935 1.68511 -4.52591
C 1.70115 3.78904 -3.72575
C 1.69849 4.71379 -2.69353
F 2.40038 5.83096 -2.80959
C 0.99308 4.49310 -1.53213
F 1.07221 5.39073 -0.55868
H -1.30920 2.88025 3.96452
H 0.00699 2.44940 2.85042
H -0.93974 1.17753 3.62752
H -3.63312 2.35102 3.33258
H -3.14724 0.68351 2.94860
H -3.95789 1.67933 1.71846
H -2.33334 4.24220 2.26687
H -2.92681 3.47756 0.78835
H 0.01304 4.08867 1.41663
H -1.03612 4.95358 0.31171
H 2.25149 3.98510 -4.63620
C 2.02648 -2.44114 0.19753
N 0.92290 -1.47251 -0.03786
P 0.88104 0.01117 0.84510
C 1.21591 -0.50562 2.53610
C 2.46849 -0.39720 3.13786
C 2.65914 -0.88751 4.42246
C 1.61024 -1.49091 5.10074
C 0.36125 -1.60711 4.50103
C 0.15995 -1.11311 3.22329
C 2.28614 0.98848 0.28546
C 2.61707 2.13971 1.00727
C 3.59253 3.00208 0.53598
C 4.24299 2.72522 -0.66194
C 3.91481 1.58790 -1.38424
C 2.93311 0.72322 -0.91653
P -0.41968 -1.94151 -0.90501
C -0.92443 -3.57967 -0.50686
C -1.15469 -4.52341 -1.51896
C -1.59041 -5.79051 -1.17627
C -1.80337 -6.11608 0.15769
C -1.58530 -5.17823 1.16287
C -1.15745 -3.90762 0.83726
C -0.27461 -1.71652 -2.65836
C 0.95840 -1.73446 -3.31518
C 0.99396 -1.59746 -4.69115
C -0.18691 -1.42047 -5.40441
C -1.41095 -1.38035 -4.74952
C -1.46062 -1.52368 -3.37304
H 2.73816 -2.00652 0.89546
H 2.54413 -2.66290 -0.73485
H 1.64390 -3.36536 0.62672
H 3.29710 0.05976 2.61227
H 3.63103 -0.80264 4.88949
H 1.76544 -1.87285 6.10095
H -0.45532 -2.07698 5.03330
H -0.81764 -1.19127 2.75748
H 2.12437 2.35577 1.94938
H 3.85433 3.88449 1.10487
H 5.01300 3.39369 -1.02427
H 4.42783 1.36753 -2.31153
H 2.67055 -0.15532 -1.49146
H -0.97360 -4.27404 -2.55552
H -1.75792 -6.52817 -1.94889
H -2.14573 -7.10904 0.41723
H -1.76584 -5.43859 2.19666
H -1.01801 -3.16302 1.60993
H 1.87814 -1.88595 -2.76539
H 1.94190 -1.63307 -5.21083
H -0.14993 -1.31079 -6.48005
H -2.32410 -1.23124 -5.30920
H -2.41095 -1.46720 -2.85429
Cl -4.47139 -2.61359 1.77690
C -4.48262 -1.58337 0.33576
C -3.31063 -0.63522 0.26993
O -3.38040 0.35661 -0.48699
O -2.26177 -0.86457 0.95914
H -5.40773 -1.01484 0.31111
H -4.45343 -2.22990 -0.54162
*
```

b) C37H36ClF4N3O2P2Pd as an isolated structure, computed with wB97M-V/def2-TZVPD.

Output
- lowest unoccupied orbital energy (alpha / beta) (eV) = -4.89 / -7.70
- HOMO-LUMO gap (alpha / beta) (eV) = 8.56 / 6.67
- HOMO energy (alpha / beta) (hartree) = -0.49419 / -0.52823

The geometry in ORCA input format:
```
! wB97M-V def2-TZVPD RIJCOSX def2/J DEFGRID3
* xyz 2 5
Pd -0.42359 1.41268 -0.86202
C 1.73865 3.66420 -0.24659
N 0.39569 3.48083 -0.81958
C -0.55141 4.38192 -0.13481
C 0.38436 3.76131 -2.27290
C 1.20405 2.75356 -3.05787
N 0.77203 1.40621 -2.70477
C 1.13755 0.33790 -3.41251
C 0.54676 -0.92149 -3.10273
F -0.40911 -0.97622 -2.16581
C 0.90063 -2.07498 -3.74741
F 0.31166 -3.21516 -3.39788
C 1.85915 -2.06612 -4.75168
C 2.45598 -0.86198 -5.08782
F 3.38747 -0.82946 -6.02847
C 2.11482 0.31150 -4.45307
F 2.75731 1.42199 -4.79094
H 2.09477 4.67760 -0.45496
H 2.43810 2.94848 -0.67299
H 1.69761 3.51529 0.82877
H -0.20895 5.41714 -0.22124
H -0.60663 4.11108 0.91775
H -1.53390 4.28930 -0.59012
H 0.76238 4.77265 -2.45609
H -0.65644 3.72387 -2.59976
H 2.27385 2.86401 -2.85898
H 1.06818 2.94300 -4.12361
H 2.13468 -2.97811 -5.26384
C 0.54712 -1.83895 2.52738
N -0.01898 -1.13731 1.34280
P 0.94852 0.06052 0.57560
C 1.66006 0.96465 1.96065
C 2.97794 0.80596 2.38050
C 3.44281 1.52265 3.47531
C 2.59379 2.38366 4.15512
C 1.27371 2.53707 3.74437
C 0.80622 1.83493 2.64615
C 2.28292 -0.83919 -0.24046
C 3.31526 -0.10084 -0.82410
C 4.29394 -0.73510 -1.57113
C 4.24884 -2.11386 -1.74702
C 3.22629 -2.85299 -1.17120
C 2.24381 -2.21763 -0.42380
P -1.65309 -1.22889 1.02570
C -2.57564 -1.28673 2.51644
C -3.64030 -2.18690 2.66046
C -4.38839 -2.17016 3.82333
C -4.08339 -1.26375 4.83118
C -3.03227 -0.36169 4.68575
C -2.28588 -0.35761 3.52639
C -2.08254 -2.53295 -0.10168
C -1.29319 -3.67787 -0.23742
C -1.68808 -4.67605 -1.10935
C -2.85504 -4.53048 -1.85153
C -3.63760 -3.39050 -1.72284
C -3.25283 -2.38599 -0.85088
H 1.61882 -1.96151 2.37908
H 0.09434 -2.82479 2.62052
H 0.37527 -1.27622 3.44321
H 3.64358 0.12902 1.85942
H 4.46725 1.40254 3.80075
H 2.95972 2.93790 5.00900
H 0.61423 3.20843 4.27857
H -0.21979 1.96245 2.31302
H 3.36489 0.97405 -0.68540
H 5.09753 -0.15759 -2.00909
H 5.01855 -2.60958 -2.32359
H 3.19317 -3.92703 -1.29843
H 1.44341 -2.79994 0.00917
H -3.86521 -2.89973 1.87787
H -5.20565 -2.86680 3.94824
H -4.67165 -1.25609 5.73915
H -2.81288 0.34502 5.47425
H -1.49283 0.36588 3.38790
H -0.39652 -3.80189 0.35449
H -1.09298 -5.57395 -1.20654
H -3.15769 -5.31423 -2.53297
H -4.54357 -3.28402 -2.30341
H -3.85534 -1.48988 -0.75409
Cl -4.66414 1.83782 1.96225
C -4.32235 2.14619 0.25639
C -2.88241 1.92421 -0.13596
O -2.57178 2.11764 -1.33387
O -2.01401 1.54022 0.71410
H -4.59894 3.16963 0.01119
H -4.94266 1.48732 -0.34903
*
```

The structure with the most favorable energy is b); the runner-up is 13.2 kJ/mol above it.